Entry 1:
The following is a quantum chemistry calculation of C25H30N4O3 in the gas phase, from OMol25.

XYZ file:
```
62
Properties=species:S:1:pos:R:3:forces:R:3
C -2.623 -1.716 -1.209 0.18 -0.16 0.00
O -3.636 -0.739 -1.207 -0.21 0.30 0.01
C -3.453 0.372 -0.439 -0.11 0.12 0.10
C -4.541 1.239 -0.344 0.03 -0.18 -0.12
C -4.449 2.374 0.434 -0.03 -0.02 -0.05
C -3.285 2.658 1.128 0.17 0.01 0.07
C -2.192 1.810 1.024 -0.24 0.07 0.07
C -0.910 2.152 1.744 0.08 0.01 0.01
N 0.047 1.068 1.708 -0.01 0.22 0.07
C 1.423 1.480 1.871 0.18 -0.09 -0.17
C 2.334 0.316 1.481 0.02 0.09 0.23
C 2.048 -0.859 2.411 -0.55 0.37 -0.07
N 2.899 -2.009 2.189 0.40 -0.17 -0.31
N 3.240 -2.715 3.263 -0.18 -0.04 0.79
C 3.984 -3.719 2.846 0.01 0.11 -0.27
C 4.138 -3.677 1.459 -0.20 0.23 -0.14
C 3.416 -2.565 1.067 0.19 -0.47 0.04
N 3.299 -2.047 -0.234 0.43 0.03 0.17
C 2.174 -2.089 -0.999 0.24 0.11 -0.43
O 1.097 -2.449 -0.588 -0.20 -0.10 0.03
C 2.410 -1.638 -2.437 -0.59 0.23 0.02
C 1.169 -0.934 -2.975 0.10 -0.36 -0.19
O 1.095 0.322 -2.337 0.06 0.10 0.17
C -0.034 1.075 -2.492 -0.11 0.22 0.05
C -1.111 0.739 -3.302 0.26 -0.26 -0.04
C -2.216 1.573 -3.358 -0.05 0.14 0.02
C -2.254 2.746 -2.629 -0.14 0.04 -0.09
C -1.169 3.092 -1.839 0.08 0.00 -0.04
C -0.068 2.266 -1.769 0.13 -0.17 -0.08
C 0.567 -1.230 2.316 -0.02 0.14 0.20
C -0.275 0.001 2.635 -0.01 -0.31 -0.02
C -2.277 0.673 0.235 -0.08 -0.22 -0.11
H -1.685 -1.323 -1.608 0.00 -0.03 0.04
H -2.985 -2.517 -1.853 0.06 0.02 0.04
H -2.443 -2.112 -0.205 0.01 0.02 -0.01
H -5.443 0.998 -0.883 -0.12 -0.04 -0.06
H -5.296 3.041 0.507 -0.08 0.05 0.00
H -3.223 3.543 1.744 0.01 0.10 0.09
H -1.144 2.465 2.779 0.03 0.02 -0.11
H -0.465 3.016 1.240 0.03 -0.01 0.05
H 1.645 1.796 2.908 -0.02 0.04 -0.06
H 1.619 2.328 1.210 0.00 0.01 0.06
H 3.382 0.615 1.548 0.04 -0.02 -0.02
H 2.101 0.049 0.451 0.04 0.08 -0.01
H 2.266 -0.562 3.445 0.01 -0.03 -0.20
H 4.382 -4.428 3.545 0.07 -0.12 0.19
H 4.685 -4.348 0.829 0.07 -0.11 -0.19
H 4.175 -1.845 -0.694 -0.20 0.06 0.02
H 2.612 -2.525 -3.041 0.04 0.00 0.00
H 3.264 -0.962 -2.496 0.06 -0.04 -0.06
H 1.240 -0.807 -4.065 -0.03 -0.01 0.14
H 0.289 -1.546 -2.739 0.10 0.11 -0.06
H -1.105 -0.164 -3.894 0.03 -0.10 -0.02
H -3.053 1.294 -3.980 -0.08 -0.03 -0.04
H -3.121 3.386 -2.673 -0.09 0.05 0.00
H -1.188 4.011 -1.273 0.00 0.08 0.08
H 0.783 2.513 -1.155 0.13 0.04 0.12
H 0.347 -1.581 1.307 -0.02 -0.01 0.07
H 0.344 -2.032 3.021 0.03 -0.04 0.02
H -0.089 0.312 3.682 -0.07 0.04 -0.05
H -1.335 -0.237 2.539 0.03 -0.01 0.07
H -1.405 0.048 0.150 0.13 -0.14 -0.04
```
Forces are in eV/Å.

Properties
E_tot ... -38514.8696 eV
Frontier orbital gap ... 8.66 eV
E_HOMO ... -8.129 eV
Multiplicity ... 1
SMILES ... COc1cccc(CN2CCC(n3nccc3NC(=O)CCOc3ccccc3)CC2)c1

Okay, here come the Mulliken numbers, in e, for every atom:
1. C -0.50
2. O -0.46
3. C 0.41
4. C -0.71
5. C -0.63
6. C -1.01
7. C 0.20
8. C -1.86
9. N 1.22
10. C -1.57
11. C 0.44
12. C -0.71
13. N 1.21
14. N -1.35
15. C -0.42
16. C -0.85
17. C 0.42
18. N -0.06
19. C 0.52
20. O -0.66
21. C -1.03
22. C -0.45
23. O -0.34
24. C 0.40
25. C -0.29
26. C -0.60
27. C -0.62
28. C -0.48
29. C -0.11
30. C -0.08
31. C -1.19
32. C 1.01
33. H 0.03
34. H 0.28
35. H 0.34
36. H 0.47
37. H 0.38
38. H 0.45
39. H 0.37
40. H 0.48
41. H 0.36
42. H 0.53
43. H 0.41
44. H -0.31
45. H 0.26
46. H 0.47
47. H 0.43
48. H 0.29
49. H 0.38
50. H 0.43
51. H 0.42
52. H 0.21
53. H 0.39
54. H 0.37
55. H 0.42
56. H 0.37
57. H 0.38
58. H -0.10
59. H 0.40
60. H 0.44
61. H 0.61
62. H 0.18

Entry 2:
The following is a quantum chemistry calculation of a 2-piece molecular cluster, C3H3FO2 overall at a distorted geometry, from OMol25.

XYZ file:
```
9
Properties=species:S:1:pos:R:3:forces:R:3
O -1.454 1.233 0.463 0.01 0.47 0.53
C -1.656 0.129 0.137 0.37 0.07 -1.72
O -2.092 -0.876 0.837 -0.46 -0.81 0.94
F -1.441 -0.268 -1.161 -0.09 -0.05 0.37
H -2.238 -1.682 0.318 0.17 0.35 -0.11
C 2.015 -0.186 -0.246 0.22 0.38 -0.02
C 2.428 0.918 -0.053 -0.25 -0.42 0.04
H 1.681 -1.160 -0.454 -0.19 -0.51 -0.09
H 2.758 1.892 0.158 0.20 0.53 0.06
```
Forces are in eV/Å.

Properties
E_tot ... -9970.1238 eV
Frontier orbital gap ... 11.09 eV
E_HOMO ... -10.729 eV
Multiplicity ... 1
SMILES ... O=C(O)F.C#C

Okay, here come the Mulliken numbers, in e, for every atom:
1. O -0.40
2. C 0.68
3. O -0.41
4. F -0.23
5. H 0.35
6. C -0.47
7. C -0.29
8. H 0.39
9. H 0.38

Entry 3:
The following is a quantum chemistry calculation of a 3-piece molecular cluster, C4H9NO2 overall at a distorted geometry, from OMol25.

XYZ file:
```
16
Properties=species:S:1:pos:R:3:forces:R:3
C 1.889 0.218 0.388 -0.95 1.05 -0.97
C 1.186 1.095 -0.420 2.21 0.12 1.47
O 0.350 -1.700 0.458 -1.75 -1.31 0.38
H 0.632 -2.268 -0.272 -0.01 0.15 -0.02
H 2.731 -0.351 0.016 0.06 0.02 -0.11
H 1.656 0.080 1.434 -0.14 0.02 -0.05
H 0.566 1.820 0.086 -0.47 -0.09 0.03
H 1.731 1.518 -1.266 -0.48 -0.60 -0.35
H -0.141 0.470 -1.098 -2.04 -2.18 -0.23
N -1.911 0.861 0.799 -0.53 -0.27 -0.29
O -1.211 -0.352 1.133 0.32 -0.21 -0.19
C -0.804 -1.055 0.032 2.65 1.51 1.25
C -1.021 -0.699 -1.234 0.05 1.95 -0.93
H -2.724 0.530 0.257 0.34 0.27 -0.02
H -2.273 1.199 1.696 0.26 -0.53 -0.11
H -0.656 -1.365 -2.010 0.49 0.08 0.14
```
Forces are in eV/Å.

Properties
E_tot ... -9871.8533 eV
Frontier orbital gap (alpha / beta) ... 8.04 / 8.04 eV
E_HOMO (alpha / beta) ... -7.657 / -7.657 eV
Multiplicity ... 1

Okay, here come the Mulliken numbers, in e, for every atom:
1. C -0.28
2. C -0.81
3. O -0.42
4. H 0.38
5. H 0.28
6. H 0.26
7. H 0.33
8. H 0.36
9. H 0.33
10. N -0.44
11. O -0.20
12. C 0.24
13. C -0.90
14. H 0.29
15. H 0.26
16. H 0.33

Entry 4:
The following is a quantum chemistry calculation of C29H33N10O6STc as an isolated structure at a distorted geometry, from OMol25.

XYZ file:
```
80
Properties=species:S:1:pos:R:3:forces:R:3
Tc -0.372 1.072 -1.129 0.46 -0.19 1.09
O 0.290 -3.177 0.049 -0.27 0.24 -0.40
C -0.769 -3.293 0.875 0.00 -0.04 0.06
C -0.983 -4.520 1.500 0.07 -0.01 -0.10
C -2.053 -4.693 2.350 0.25 0.08 -0.22
C -2.959 -3.656 2.561 -0.24 0.41 0.04
C -2.776 -2.444 1.938 -0.15 -0.22 0.18
C -1.668 -2.231 1.107 0.35 0.29 -0.39
C -1.474 -0.932 0.482 -0.75 -0.69 0.54
O -0.368 -0.690 -0.176 0.34 0.69 -0.65
N -2.394 0.001 0.591 -0.87 -0.48 0.53
N -2.058 1.149 -0.044 0.46 0.21 -0.71
C -2.885 2.153 0.000 -0.06 0.53 -0.14
C -2.668 3.426 -0.620 0.56 0.02 -0.47
C -3.584 4.459 -0.360 -0.11 0.28 0.01
C -3.429 5.723 -0.883 -0.24 -0.17 0.20
C -2.346 6.005 -1.711 -0.08 -0.24 0.09
C -1.456 5.011 -2.033 0.32 -0.58 0.02
C -1.583 3.708 -1.512 -1.19 1.18 0.59
O -0.716 2.807 -1.867 0.56 -0.51 -0.77
H 0.343 -2.236 -0.223 0.18 -0.61 0.23
H -0.290 -5.323 1.320 0.20 -0.09 0.06
H -2.178 -5.639 2.853 0.03 -0.09 0.09
H -3.800 -3.804 3.221 -0.08 0.01 0.05
H -3.472 -1.628 2.059 -0.08 -0.01 0.17
H -3.805 2.027 0.560 0.03 -0.19 0.14
H -4.429 4.247 0.278 -0.10 -0.02 0.10
H -4.151 6.490 -0.663 -0.10 0.10 0.09
H -2.211 6.998 -2.107 0.01 0.12 -0.09
H -0.627 5.198 -2.698 0.10 0.02 -0.06
C 2.709 -1.157 -5.203 -0.17 -0.37 -0.31
N 2.574 -0.378 -3.989 -0.86 0.30 0.42
C 3.796 -0.126 -3.243 0.19 0.19 0.36
C 1.385 -0.044 -3.422 0.85 -0.38 -0.72
N 1.306 0.665 -2.338 -0.28 0.14 0.39
N 0.246 -0.489 -4.076 0.18 -0.10 -0.35
C -1.076 -0.402 -3.712 -0.31 -0.48 -0.60
N -1.941 -0.944 -4.602 0.35 0.23 0.30
N -1.467 0.111 -2.599 0.01 0.29 0.23
H 3.701 -0.994 -5.615 -0.08 0.04 0.00
H 2.000 -0.848 -5.969 0.01 0.09 -0.09
H 2.593 -2.227 -5.013 -0.01 -0.03 0.01
H 4.628 -0.578 -3.772 -0.01 0.00 0.02
H 3.746 -0.573 -2.248 0.02 -0.03 -0.01
H 4.005 0.943 -3.148 -0.03 0.00 -0.05
H 2.211 0.959 -2.002 0.08 -0.06 0.10
H 0.405 -0.997 -4.934 0.09 0.03 0.20
H -1.661 -1.259 -5.514 0.05 -0.03 0.00
H -2.928 -0.928 -4.413 -0.01 -0.01 0.01
H -2.472 0.059 -2.458 0.11 0.05 0.03
N 1.896 -0.288 1.791 -0.21 1.33 -1.00
C 1.780 -1.494 2.447 -0.01 -1.32 0.57
C 2.354 -2.645 1.894 0.14 0.43 0.34
C 2.231 -3.862 2.536 -0.22 0.74 -0.35
C 1.481 -3.905 3.684 -0.63 -2.11 0.74
C 0.932 -2.800 4.285 -0.14 0.47 -0.56
C 1.057 -1.583 3.642 0.26 0.10 -0.25
S 1.323 -5.528 4.537 1.44 3.17 -0.71
O 0.077 -5.436 5.250 -0.72 -0.47 0.48
O 2.540 -5.308 5.305 0.00 -1.29 0.77
O 1.396 -6.498 3.476 -0.16 -0.93 -0.37
H 2.659 -0.212 1.136 0.12 0.06 0.29
H 1.733 0.536 2.346 0.34 -0.10 0.05
H 2.879 -2.577 0.952 0.20 0.09 -0.16
H 2.667 -4.765 2.144 0.01 -0.18 -0.09
H 0.397 -2.910 5.212 -0.15 -0.02 0.12
H 0.608 -0.695 4.060 -0.03 0.28 0.12
N -0.464 1.579 2.308 -0.16 0.28 -0.36
C 0.167 2.563 1.630 -0.09 -0.39 0.63
C 0.364 3.808 2.264 0.17 0.32 -0.21
C 1.177 4.746 1.682 -0.33 -0.43 0.22
C 1.797 4.428 0.473 0.10 -0.36 -0.47
C 1.491 3.230 -0.124 0.58 0.79 -0.06
N 0.667 2.308 0.404 -0.49 -0.44 -0.28
H -1.061 1.829 3.076 0.04 -0.03 0.17
H -0.659 0.698 1.862 0.15 -0.05 0.19
H -0.126 3.987 3.209 0.04 -0.01 0.10
H 1.353 5.699 2.157 -0.01 0.07 0.07
H 2.481 5.111 -0.002 0.04 0.01 -0.08
H 1.914 2.985 -1.088 -0.03 0.08 -0.10
```
Forces are in eV/Å.

Properties
E_tot ... -70822.7054 eV
⟨S²⟩ ... 3.78
Frontier orbital gap (alpha / beta) ... 4.49 / 2.10 eV
E_HOMO (alpha / beta) ... -8.388 / -8.221 eV
Multiplicity ... 4
Charge ... +1

Okay, here come the Mulliken numbers, in e, for every atom:
1. Tc -0.68
2. O -0.74
3. C 0.44
4. C -0.54
5. C -0.31
6. C -0.96
7. C -0.59
8. C -0.12
9. C 1.27
10. O -0.18
11. N -1.22
12. N 1.29
13. C -0.78
14. C 1.03
15. C -0.95
16. C -0.76
17. C -0.57
18. C -0.66
19. C 0.66
20. O -0.44
21. H 0.24
22. H 0.47
23. H 0.41
24. H 0.43
25. H 0.48
26. H 0.47
27. H 0.43
28. H 0.43
29. H 0.47
30. H 0.50
31. C -1.16
32. N 0.10
33. C -1.02
34. C 0.50
35. N 0.22
36. N 0.00
37. C 0.53
38. N -0.40
39. N 0.20
40. H 0.37
41. H 0.43
42. H 0.38
43. H 0.32
44. H 0.38
45. H 0.35
46. H -0.10
47. H 0.12
48. H 0.17
49. H 0.20
50. H 0.11
51. N -0.17
52. C 0.68
53. C -0.24
54. C -1.05
55. C 0.05
56. C -1.04
57. C -0.44
58. S 1.26
59. O -0.67
60. O -0.66
61. O -0.68
62. H 0.18
63. H 0.24
64. H 0.25
65. H 0.48
66. H 0.51
67. H 0.41
68. N -0.06
69. C 0.54
70. C -1.08
71. C -0.52
72. C -0.86
73. C -0.36
74. N 0.91
75. H 0.30
76. H 0.06
77. H 0.47
78. H 0.48
79. H 0.49
80. H 0.28

Entry 5:
The following is a quantum chemistry calculation of a 2-piece molecular cluster, C11H18 overall, from OMol25.

XYZ file:
```
29
Properties=species:S:1:pos:R:3:forces:R:3
C -0.921 -0.128 -2.324 0.06 0.04 -0.08
C -1.790 -0.611 -1.159 0.00 -0.01 0.01
C -2.384 0.597 -0.429 -0.04 0.09 0.05
C -2.923 -1.489 -1.698 -0.08 -0.05 -0.04
C -0.933 -1.425 -0.185 0.08 -0.03 0.08
H -1.525 0.460 -3.034 0.25 -0.18 0.18
H -0.486 -0.988 -2.860 -0.10 0.32 0.13
H -0.099 0.506 -1.951 -0.23 -0.20 -0.18
H -3.004 1.194 -1.118 0.18 -0.14 0.27
H -3.013 0.265 0.413 0.19 0.18 -0.25
H -1.579 1.240 -0.035 -0.29 -0.16 -0.09
H -2.511 -2.365 -2.227 -0.20 0.26 0.16
H -3.559 -1.845 -0.870 0.16 0.08 -0.32
H -3.550 -0.916 -2.402 0.15 -0.25 0.21
H -0.498 -2.300 -0.697 -0.11 0.26 0.23
H -0.111 -0.806 0.212 -0.22 -0.25 -0.07
H -1.546 -1.781 0.660 0.25 0.08 -0.24
C 2.044 0.660 2.931 -0.06 -0.03 0.14
C 1.611 1.757 2.187 -0.11 0.09 0.06
C 2.103 1.963 0.897 -0.06 0.11 -0.09
C 3.028 1.072 0.352 0.05 0.01 -0.15
C 3.461 -0.025 1.097 0.09 -0.10 -0.06
C 2.969 -0.231 2.387 0.04 -0.12 0.08
H 1.657 0.498 3.946 0.19 0.08 -0.49
H 0.883 2.459 2.615 0.35 -0.34 -0.21
H 1.762 2.827 0.311 0.16 -0.41 0.28
H 3.415 1.234 -0.662 -0.19 -0.08 0.49
H 4.189 -0.727 0.669 -0.35 0.34 0.21
H 3.311 -1.095 2.973 -0.17 0.42 -0.28
```
Forces are in eV/Å.

Properties
E_tot ... -11699.2230 eV
Frontier orbital gap ... 10.31 eV
E_HOMO ... -9.450 eV
Multiplicity ... 1
SMILES ... CC(C)(C)C.c1ccccc1

Okay, here come the Mulliken numbers, in e, for every atom:
1. C -1.56
2. C 1.95
3. C -1.56
4. C -1.70
5. C -1.45
6. H 0.39
7. H 0.38
8. H 0.32
9. H 0.39
10. H 0.38
11. H 0.31
12. H 0.38
13. H 0.38
14. H 0.39
15. H 0.38
16. H 0.25
17. H 0.38
18. C -0.36
19. C -0.35
20. C -0.36
21. C -0.35
22. C -0.36
23. C -0.34
24. H 0.35
25. H 0.35
26. H 0.36
27. H 0.35
28. H 0.35
29. H 0.35

Entry 6:
The following is a quantum chemistry calculation of C4H7FO in the gas phase at a distorted geometry, from OMol25.

XYZ file:
```
13
Properties=species:S:1:pos:R:3:forces:R:3
F 2.122 -0.192 -0.726 -0.27 -0.06 -0.79
C 1.105 -0.082 0.196 0.05 -0.85 2.00
C 0.145 1.068 -0.057 -0.68 0.40 0.23
C -1.186 0.382 -0.363 -0.97 0.60 -1.18
O -0.891 -0.951 -0.728 -1.27 0.94 0.59
C 0.056 -1.289 0.194 2.73 -0.85 0.86
H 1.680 0.010 1.169 -1.02 -0.19 -0.82
H 0.447 1.733 -0.867 0.21 -0.18 0.13
H -0.105 1.654 0.831 0.91 0.17 0.00
H -1.643 0.803 -1.248 -0.43 0.34 0.01
H -1.888 0.478 0.503 0.42 -0.48 -0.53
H -0.263 -1.366 1.288 -0.21 -0.04 -1.26
H 0.422 -2.250 -0.193 0.54 0.21 0.76
```
Forces are in eV/Å.

Properties
E_tot ... -9025.4825 eV
Frontier orbital gap ... 11.11 eV
E_HOMO ... -10.118 eV
Multiplicity ... 1
SMILES ... F[C@H]1CCOC1

Okay, here come the Mulliken numbers, in e, for every atom:
1. F -0.33
2. C 0.20
3. C -0.53
4. C -0.48
5. O -0.36
6. C -0.50
7. H 0.26
8. H 0.32
9. H 0.24
10. H 0.29
11. H 0.29
12. H 0.25
13. H 0.35